1.
Density functional theory data (ωB97M-V/def2-TZVPD) for a structure of composition C67H58CrFN3O5P2S2 in a non-equilibrium geometry.

Last column: Löwdin spin population.
CARTESIAN COORDINATES (ANGSTROEM)
H -4.3157 3.3758 -6.1775  0.00
H 3.8658 4.8947 -3.3671  0.00
H -0.7628 -4.8865 0.6124  0.00
O -0.9846 0.6608 2.1508  -0.01
H -0.0838 -2.3417 -6.0128  0.00
H 2.8405 -5.9585 2.2337  0.00
C 0.3118 -1.6262 -4.0286  0.00
C -1.6097 -3.1064 1.4582  0.00
C -3.9854 -4.5221 1.5574  0.00
C 0.7314 4.7891 -4.2744  0.00
H 5.4212 1.1501 0.5718  0.00
C 0.1311 3.0762 -2.6226  0.00
C -2.2874 2.4192 -2.3143  0.00
N 3.9414 1.4997 2.0226  0.00
H -2.5903 0.8993 3.3637  0.00
C -1.8110 0.0633 -4.3620  0.00
H 2.6494 3.9047 -5.9850  0.00
C -0.0487 -0.7528 -3.0154  0.00
C -6.1224 1.1776 -4.2218  0.00
C -4.4688 2.6076 -5.4363  0.00
H 5.1911 -5.4694 -2.1859  0.00
C -1.6005 4.4657 -3.7758  0.00
H -0.9200 5.7977 -5.2435  0.00
H 5.4707 -5.6393 0.7231  0.00
C -5.7141 2.2002 -5.1631  0.00
H 3.6329 0.5453 2.1284  0.00
C -2.7703 -2.4866 1.9101  0.00
C -2.5552 -0.8737 -6.4004  0.00
C 2.7520 2.4357 -2.4029  0.00
C -3.9942 0.7407 -0.3109  0.00
C 1.0986 3.7875 -3.4195  0.00
H -2.4230 1.9190 0.5883  0.00
S 1.4282 2.4840 2.1555  0.02
H 3.1130 -0.9462 4.9205  0.00
C -5.3129 0.3177 -0.1522  0.00
C 5.2438 1.7917 1.4408  0.00
C 1.2397 -3.2622 0.8678  0.00
H 2.0639 6.4490 -4.4022  0.00
C 1.8608 -2.1064 -1.3405  0.00
C 2.6503 -5.1690 1.5220  0.00
H -1.0816 1.7292 3.8510  0.00
H -4.3288 -1.1090 -5.1682  0.00
N 2.4327 3.3895 -3.2823  0.00
C -1.6494 -4.4222 1.0159  0.00
C -3.4729 1.6526 0.6037  0.00
C -3.1839 0.5960 -4.5387  0.00
C 3.1361 -3.9060 -0.4470  0.00
C 1.8794 1.7136 -1.6318  0.00
C 4.0968 -3.7731 -1.4670  0.00
H -2.3454 2.5773 -5.1063  0.00
C 5.1023 3.2652 1.0252  0.00
C 1.5689 -4.3021 1.7251  0.00
C -3.4973 2.2511 -3.2042  0.00
H 1.3410 5.9817 -5.9422  0.00
C 1.6354 -1.4846 3.4657  0.01
C 1.7582 5.5914 -5.0125  0.00
H -7.1666 0.5703 0.8704  0.00
C 3.0617 2.4847 1.7697  0.00
C 2.9539 4.7009 -5.3027  0.00
C 2.1459 -1.3920 4.7431  0.00
H -1.3668 4.2434 -1.7295  0.00
C -2.8354 -5.1297 1.0798  0.00
H 5.2395 2.8427 -3.5196  0.00
S 0.3785 -1.0942 -1.2761  0.00
C -1.4971 0.8117 3.4075  0.00
H 5.7194 3.9325 1.6361  0.00
H -2.8624 -6.1588 0.7533  0.00
C -3.7647 -0.3025 -5.6395  0.00
H -1.2253 -0.0428 4.0465  0.00
C -0.6523 5.0777 -4.4875  0.00
O -0.5242 1.3303 -1.1422  0.03
H -4.8578 -2.7085 2.2989  0.00
H -4.4318 0.2461 -6.3037  0.00
H 3.7498 5.2734 -5.7777  0.00
Cr 0.2161 0.1759 1.0040  2.91
H -2.3075 -0.2457 -7.2603  0.00
H -7.1682 0.9102 -4.2826  0.00
H -4.9067 -5.0806 1.6107  0.00
N 3.6967 3.5429 1.2574  0.00
H -5.6980 -0.4774 -0.7723  0.00
H 3.8494 5.5757 0.9402  0.00
C 0.4080 -2.1026 3.2275  0.01
H 4.4894 -6.6827 -0.3027  0.00
C 1.4118 -1.8852 5.8134  0.00
H 6.0362 1.6415 2.1789  0.00
H -3.8938 2.9339 2.2645  0.00
P -3.0809 -0.1026 -1.6608  0.00
H -2.7343 -1.4478 2.2128  0.00
H 4.7131 -2.5605 -3.1276  0.00
C 5.1383 -4.8371 -1.2981  0.00
C 3.4956 4.0848 -4.0135  0.00
C 4.6418 3.1412 -4.3746  0.00
H 2.2995 5.0245 1.6227  0.00
C 3.4540 -4.9560 0.4329  0.00
H -0.3919 -2.8510 6.4264  0.00
H -6.2789 2.3053 2.3928  0.00
H 2.1802 -1.0904 2.6140  0.00
C 2.8434 -1.9207 -2.2844  0.00
C -1.0600 0.2045 -3.2065  0.00
C -4.2946 2.2059 1.5730  0.00
H 2.6595 4.7562 -0.0980  0.00
H -1.2769 -3.0746 4.1431  0.00
O 3.7971 0.6020 -0.8577  0.00
C 3.9760 -2.7464 -2.3635  0.00
C 2.5904 0.7874 -0.6907  0.01
C 0.1792 -2.4727 5.5916  0.00
H 1.8015 -1.8099 6.8177  0.00
H 0.9569 -4.4484 2.6057  0.00
H -2.7302 -1.8865 -6.7630  0.00
H 2.7439 -1.1124 -2.9941  0.00
C -3.2595 2.1290 -4.7162  0.00
C 4.6988 -5.6406 -0.0488  0.00
H -5.8060 -0.2795 -2.7667  0.00
O 1.9543 0.2376 0.2848  0.04
C -1.4695 -0.8290 -5.3744  0.00
C -1.2969 3.5743 -2.6086  0.00
H 6.1235 -4.3887 -1.1615  0.00
H 5.3504 3.4191 -0.0287  0.00
H -2.7016 2.6483 -1.3284  0.00
P -0.0765 -2.1418 1.4573  -0.01
C -5.6323 1.8509 1.6556  0.00
C -1.5907 1.0636 -2.0804  0.00
H -6.5281 2.6373 -5.7256  0.00
H 1.0652 -2.3735 -3.8443  0.00
C -3.9569 -3.1942 1.9556  0.00
C 2.0200 -3.0602 -0.3029  0.00
C -0.3204 -2.5959 4.3030  0.00
C 0.4760 2.0505 -1.7885  0.00
C -6.1347 0.8834 0.8015  0.00
C 3.0907 4.7954 0.9082  0.00
C -3.9106 0.7595 -3.1525  0.00
H 5.3048 3.6401 -5.0748  0.00
C -0.3556 -1.6327 -5.2452  0.00
F -2.8986 4.8045 -3.9439  0.00
H 4.2482 2.2486 -4.8558  0.00
O -0.6847 -2.0665 -0.9023  0.00
H -4.2803 2.9641 -2.9401  0.00
H 3.7959 2.1884 -2.2890  0.00
C -5.3634 0.5207 -3.3376  0.00

max |F| = 2.09 eV/A
total energy = -156509.0335 eV
multiplicity = 4
net charge = +1



2.
Density functional theory data (ωB97M-V/def2-TZVPD) for a structure of composition C67H73AsN8O5Pd.

Last column: Löwdin spin population.
CARTESIAN COORDINATES (ANGSTROEM)
H 6.8279 2.0255 -1.8915  0.00
H -1.4861 -5.7688 1.3312  0.00
H -3.3522 -0.5268 -5.7545  0.00
O -6.8424 0.4245 -3.5044  0.00
C -7.1260 -1.5443 1.3171  0.00
C -0.0790 3.7696 -0.0557  0.05
H 7.2426 0.0147 -0.7042  0.00
C -2.4324 3.0515 -0.0189  0.01
C 4.8992 3.0578 1.2675  0.00
H -8.8510 -1.8018 0.0645  0.00
H -1.0723 1.7809 3.9664  0.00
C 2.8589 1.8237 0.4965  0.10
C 6.3110 2.2832 -0.9728  0.00
H 5.7512 -0.7684 -0.1602  0.00
H 3.4653 1.3588 -2.0365  0.00
C -0.0404 3.6821 3.8751  0.00
Pd -0.4418 0.8520 0.5607  0.57
H 7.1134 -1.7419 -0.7154  0.00
H 0.3598 -7.2299 -1.5818  0.00
C 4.9143 0.1548 -2.6817  0.00
H 2.6670 -1.1731 -2.7985  0.00
H -3.9062 -3.0198 1.0739  0.00
C 0.3108 -6.6937 0.5306  0.00
H -7.7095 -1.0286 -1.9844  0.00
C 0.9012 4.7407 -0.3483  0.07
N -2.2158 1.6878 0.0702  0.12
N -0.8532 5.4427 2.3610  0.00
H -1.6482 -3.9232 2.2485  0.00
H -0.8716 -3.3924 -2.4479  0.00
O 0.0539 0.2407 -1.4772  0.14
C -3.7096 -0.2500 0.3084  0.11
H -2.8240 1.8462 -4.4914  0.00
H 7.9223 3.4641 -0.2001  0.00
C -2.7347 -1.1557 0.8148  0.05
C -7.1770 -1.0748 -1.0464  0.00
H 1.9863 -7.4207 1.7661  0.00
H 0.1375 2.0321 5.2408  0.00
H -5.6130 2.3398 -5.1214  0.00
C 1.4494 -1.1058 1.9135  0.01
H -7.6245 -1.8676 2.2234  0.00
C 2.8565 -1.2829 2.2388  -0.01
C -2.6852 7.5540 -0.7730  0.00
H 3.1024 4.5502 -0.4277  0.00
H -5.5291 1.8928 -0.1402  0.00
C -3.4409 1.0738 0.0618  0.00
C 5.3821 -2.2294 -2.5439  0.00
C -1.0871 4.1886 2.8731  0.00
C -4.0338 -0.7297 -4.9235  0.00
H -1.1591 -6.4979 -1.0640  0.00
C 2.5546 0.6235 1.0658  0.01
H 0.8965 -8.6744 1.1671  0.00
H 0.9378 4.2985 5.6920  0.00
O 4.4022 0.0914 -3.7873  0.00
H -1.4361 2.8485 5.3214  0.00
C 6.9158 3.1003 -0.0304  0.00
C -7.8109 -1.5016 0.1105  0.01
C 1.6932 -5.3758 3.5110  0.00
H -4.8462 -1.3557 -5.3008  0.00
C 5.0191 1.8030 -0.7680  0.00
C 0.4139 4.7692 4.8580  0.00
H 4.5820 -2.4048 -1.8182  0.00
C -5.6548 0.2413 -3.3182  0.00
H -0.7804 -8.1638 -0.5919  0.00
H 3.2580 -2.1070 2.8122  0.00
H 7.6669 0.3019 -3.2010  0.00
H 4.5856 -0.0530 1.7410  0.00
H -2.8129 0.8410 -3.0474  0.00
C -0.7876 -6.5674 1.5963  0.00
N -5.1440 -0.2876 -2.1601  0.00
H -2.0473 -2.0598 -2.1778  0.00
O -2.0071 3.4935 2.5089  0.01
H 2.0546 -7.8997 0.0758  0.00
H 0.7730 0.0021 -4.4746  0.00
C 0.0321 -0.7498 -4.2140  0.01
H 1.8224 -3.6675 0.7576  0.00
C 2.1281 4.1173 -0.2571  0.05
C 6.0291 -0.8460 -2.3246  0.00
H 2.0661 -2.8472 -2.5732  0.00
H 0.6968 5.7666 -0.6179  0.00
C 2.0170 -1.8215 -2.2112  0.00
H -5.2590 -1.1543 2.2979  0.00
N -1.4397 -0.8258 1.1157  0.03
C 0.5750 -3.0379 4.4440  0.00
H -0.4121 -6.3708 2.5988  0.00
H 1.1192 5.4767 4.4078  0.00
C -1.8206 -2.9547 1.8019  0.05
H -3.1516 8.0993 -1.5845  0.00
H 4.3275 3.3720 2.1360  0.00
H 1.7345 -6.0102 5.5529  0.00
C 0.8818 -4.0494 5.3416  0.00
C -3.4620 1.4219 -3.7122  0.00
N 0.5325 2.5780 0.2123  0.03
H 2.1655 -6.2814 3.1603  0.00
C 3.5260 -0.2574 1.6881  -0.01
H 0.8659 2.3201 2.4280  0.00
C 1.8822 2.7790 0.1162  0.06
H -0.9639 -0.3608 -4.3928  0.00
H 2.3133 -1.7995 -1.1613  0.00
H -0.2093 6.0089 2.8856  0.00
C 6.5615 -0.8155 -0.8911  0.00
H 0.1962 -1.6530 -4.8024  0.00
H -1.0350 -2.6483 -0.8372  0.00
H -4.1492 -0.2031 -2.0339  0.00
N 1.3034 0.0871 1.2353  0.12
C -4.4697 2.0927 -0.0903  -0.01
H -4.3303 4.2579 -0.1485  0.00
C -5.2304 1.3845 -5.4863  0.00
H -1.3499 -7.5039 1.6280  0.00
H 1.9631 2.8623 3.7145  0.00
C -1.4914 6.1177 1.2980  0.01
H 6.6665 4.1288 1.8451  0.00
H -0.4318 5.3282 5.2691  0.00
C 0.4694 -2.0118 2.1913  0.09
C -2.9746 -2.4902 1.2054  0.07
H 0.6868 -3.9200 6.3995  0.00
C -1.8502 5.4553 0.1289  0.01
C 0.8086 -3.1751 3.0778  0.01
C -1.4771 4.0193 -0.0260  0.11
H -6.0692 0.8406 -5.9181  0.00
H -3.4940 -1.3030 -4.1666  0.00
C -1.0735 -2.4660 -1.9108  0.00
C 4.2891 2.2115 0.3466  0.01
H 4.9658 -2.3086 -3.5464  0.00
As 0.2400 -1.1583 -2.3611  0.01
H 0.1456 -2.1069 4.7969  0.00
C -1.6920 7.4941 1.4099  0.00
C 0.9936 -5.3523 0.2279  0.00
C -0.8692 -1.9177 1.7272  0.06
C -2.4496 6.1911 -0.8909  0.01
C 1.3363 -4.3847 2.6034  0.00
H -4.4902 1.5787 -6.2659  0.00
N 4.3688 1.0101 -1.7470  0.00
H 6.8033 -0.7370 -4.3487  0.00
H -2.6980 5.6732 -1.8111  0.00
C -5.1311 -0.7129 0.2148  0.01
C 7.1734 -0.6664 -3.3256  0.00
C 1.1578 3.1774 3.0452  0.00
C 1.3799 -7.7268 0.9175  0.00
C -3.8630 3.2861 -0.0952  -0.02
C -2.2874 8.2120 0.3852  0.00
C -0.6438 2.5130 4.6470  0.00
C -5.7981 -1.1503 1.3575  0.01
H -1.3923 8.0010 2.3226  0.00
H -3.8713 2.2493 -3.1260  0.00
N 1.5467 -4.5339 1.2002  0.00
H 6.1405 -3.0043 -2.4085  0.00
C 1.4579 -5.2176 4.8681  0.00
O 1.1104 -4.9806 -0.9303  0.00
H 1.5431 3.9541 2.3785  0.00
C -4.5821 0.5887 -4.3598  0.00
C -0.3543 -7.1720 -0.7629  0.00
C 6.2087 3.4853 1.1039  0.00
H -2.4402 9.2792 0.4942  0.00
H 7.9224 -1.4470 -3.1666  0.00
C -5.8393 -0.6868 -1.0005  0.01

max |F| = 0.67 eV/A
total energy = -157144.0387 eV
multiplicity = 3
net charge = 0



3.
Density functional theory data (ωB97M-V/def2-TZVPD) for a cluster of 14 separate species, C67H75F9O11S2 in total in a non-equilibrium geometry.

Last column: Mulliken charge in e.
CARTESIAN COORDINATES (ANGSTROEM)
H 2.5193 2.0218 5.9449  0.41
H -2.0617 -4.1326 5.5581  0.41
C 6.7876 1.1349 -2.1361  -0.33
C -3.3783 1.9319 7.4586  -0.33
O 0.3636 -0.9759 -7.2164  -0.60
H 1.9299 -5.6583 5.5718  0.37
C 0.0261 -10.0808 0.6639  -0.16
C 3.8326 -8.3937 -6.8585  -0.63
H -5.6698 6.2442 -5.5780  0.26
C -5.9396 -0.6799 -1.5677  -0.50
H 0.3101 -3.8693 5.0811  0.38
C -3.9644 2.9742 8.1146  -0.36
H 4.7227 -8.5031 -7.4780  0.30
C -0.6098 6.5315 -5.7413  -0.59
H 0.5511 -3.5135 -9.6625  0.26
C -5.8627 -1.2178 1.2687  0.17
H -6.0779 -0.5845 -2.6345  0.41
O 4.1467 -8.4742 -5.5062  -0.30
O -3.2332 5.3713 -5.3593  -0.57
C -0.9696 -7.1331 6.6596  -0.47
H 2.7197 9.9628 1.3001  0.38
C 1.7565 0.4018 -2.3312  -0.59
H 0.0947 -11.1203 0.9487  0.34
S -2.4875 -5.0235 -5.3526  0.56
C 2.4569 1.4028 7.9487  -0.35
C -7.0553 -1.1383 -0.8382  -0.33
H -0.6556 11.6865 3.5053  0.38
C 0.4019 -6.9798 6.3366  -0.30
C -4.8014 -0.6880 0.5224  -0.29
F 5.6249 4.2286 -3.7990  -0.30
C 2.7210 1.6542 9.3172  -0.47
C -7.0077 -1.4176 0.5367  -0.24
H 3.3733 4.3180 6.5161  0.39
C 3.1240 2.9477 9.6466  -0.27
H 7.0448 3.0454 -5.4773  0.38
C -3.0725 4.4711 6.5395  -0.52
H -0.2567 -4.6342 -4.2984  0.33
H 9.4930 -1.0293 3.9893  0.35
H 1.9385 -10.0253 -0.3170  0.36
C 0.8681 -5.7798 5.7275  -0.44
H -5.1602 4.8515 0.1728  0.39
H 0.1774 7.1928 -6.1033  0.23
H -0.1470 -5.2683 -5.8731  0.30
F 0.3729 2.9433 -0.1261  -0.30
H 2.2082 0.4447 -3.3113  0.45
C 0.8610 -8.1644 -0.4226  -0.28
H -4.5931 2.7493 8.9634  0.36
H 6.7037 0.7234 -1.1411  0.46
H 3.3586 -7.4721 -7.1961  0.30
H -0.9233 7.8671 1.8123  0.37
C -1.1396 -9.4197 1.0419  -0.60
C -1.3128 -8.1367 0.6356  -0.28
H -2.0530 -0.2594 -5.8321  0.26
H -1.8035 9.7182 3.1537  0.31
H -0.6189 -6.2794 -4.3312  0.33
C -2.1644 0.3119 -6.7536  -0.56
F 1.9316 12.0252 2.8000  -0.30
H 0.6998 0.9744 1.3229  0.42
C 6.1263 2.3419 -2.3459  -0.47
H -4.1807 -4.2850 -3.8946  0.31
H 1.5121 -2.3929 -8.7900  0.33
C -3.8483 4.2564 7.6068  -0.29
H 7.9941 -0.4773 -3.0934  0.42
H 2.5369 0.9815 10.1418  0.36
C 1.1899 1.5661 -1.8715  -0.31
H 2.4134 -1.5430 -1.6789  0.44
O 7.1234 -2.4768 1.5718  -0.59
H -6.1205 7.5704 -6.6417  0.25
H 9.8605 -1.4330 2.3146  0.34
C 6.9545 2.4427 -4.5857  -0.45
H -2.1747 -7.5159 0.8315  0.39
C 4.8606 -7.5368 -4.9313  0.75
H -6.7938 5.9250 -1.4555  0.41
C -8.8914 5.2105 1.0956  0.31
C 3.2311 3.5962 7.3068  -0.36
C -0.3462 8.7708 1.9414  -0.53
C -0.6048 -1.1081 -8.0018  0.82
H -8.2444 4.4564 3.0126  0.38
H 1.1395 7.9311 0.8947  0.36
C -3.0321 6.4305 -5.9340  0.74
C -1.3949 -4.9566 5.7649  -0.48
H 1.1237 -7.7224 6.6431  0.36
C -7.9516 4.7077 2.0038  -0.28
C -7.1167 5.6262 -0.4691  -0.39
C -6.1913 5.0389 0.4340  -0.54
C 6.3567 -1.0453 3.6954  -0.87
C 5.8057 -7.2137 -2.7989  -0.66
C 1.6275 -0.4557 -0.0920  -0.47
H -3.6134 0.9849 7.9216  0.36
O 5.3010 -6.5399 -5.4857  -0.56
H -1.5230 1.1927 -6.7828  0.27
H 3.1257 -9.2163 -6.9668  0.23
H 3.2348 3.2080 10.6889  0.38
F -5.8361 -1.4877 2.5996  -0.29
H -5.8976 4.2114 2.4120  0.45
H 1.7285 -1.3064 0.5657  0.41
F 3.8691 5.1016 8.9652  -0.29
F -2.1640 1.1359 5.5551  -0.29
C -2.5492 3.4325 5.7984  -0.36
O -4.0135 7.2070 -6.4831  -0.29
C -0.0507 -4.8289 5.4209  -0.38
O -0.5234 -1.8053 -9.1305  -0.31
H 5.2317 -6.3078 -2.6040  0.30
H 1.0756 2.3391 -2.6170  0.44
H -3.0464 5.4647 6.1171  0.34
C -8.4865 5.7101 -0.1344  -0.38
C 7.4952 1.1563 -4.4215  -0.25
H 1.6197 -7.5813 -0.9234  0.43
C 0.6794 -2.4447 -9.4914  -0.66
H -1.8589 -10.0499 1.5438  0.38
H -0.3667 5.5592 -6.1698  0.27
H -1.9681 3.6355 4.9111  0.46
C -5.3972 6.7684 -6.4940  -0.61
C 1.1003 -9.4128 -0.0191  -0.64
C -0.1502 10.9254 2.9294  -0.46
H -3.4167 -5.8540 -3.2512  0.31
F -10.1539 5.1787 1.4910  -0.30
H -3.1795 0.6757 -6.9132  0.22
C -4.7972 -0.4428 -0.8608  -0.53
H 5.3716 2.6990 -1.6610  0.39
H 1.9588 0.4857 7.6708  0.38
H -5.4719 5.9407 -7.1993  0.30
H -7.9207 -1.8622 0.9042  0.37
O -1.8867 -0.5399 -7.8871  -0.29
C 1.1639 0.7625 0.3710  -0.38
H 6.2748 -0.2467 2.9581  0.26
S 7.5669 -2.2833 3.0218  0.48
C 1.7084 9.9604 1.6791  -0.50
H -9.1779 6.1132 -0.8596  0.39
C -0.2811 -7.4433 -0.0744  0.34
C 6.1787 3.0078 -3.5738  0.43
C -0.7095 -5.3844 -4.9467  -0.90
H -4.4387 5.0924 7.9515  0.36
H 6.7559 -6.8695 -3.2072  0.30
H -0.5966 6.4629 -4.6535  0.29
H 8.8015 -0.1683 2.5937  0.29
H 7.9783 0.5640 -5.1846  0.34
C -6.5787 4.6476 1.6963  -0.45
C -3.2822 -4.8725 -3.7060  -0.89
C -2.6725 2.1447 6.2438  0.28
H 5.3420 -1.4430 3.7130  0.33
H 6.7680 -0.6864 4.6388  0.34
C -1.8444 -6.1700 6.2747  0.46
C 1.9903 -0.5888 -1.4017  -0.46
F -0.3956 -6.1494 -0.2945  -0.28
O -1.8097 7.0296 -6.1906  -0.28
H -7.9801 -1.3039 -1.3709  0.36
C 0.9493 8.8205 1.4772  -0.28
C 3.4190 3.8579 8.6663  0.36
C 7.4895 0.4734 -3.1820  -0.61
H 0.9768 -2.0162 -10.4485  0.26
H -3.8460 -0.1426 -1.2750  0.47
O -3.1526 -6.2908 -5.8920  -0.66
C 9.0593 -1.1478 2.9963  -0.93
C 1.1511 11.0056 2.4449  0.48
H -3.9273 -0.3270 1.0438  0.41
C 0.8738 1.7042 -0.5373  0.36
C -0.8372 9.8251 2.6833  -0.23
C 2.7942 2.3379 6.9404  -0.54
H 5.8865 -7.6826 -1.8183  0.24
H -1.3124 -8.0809 7.0478  0.38
H -2.7348 -4.2200 -3.0258  0.31
F -3.1495 -6.4168 6.3480  -0.28
O 5.0133 -7.9744 -3.6364  -0.26

max |F| = 4.51 eV/A
total energy = -139337.8930 eV
multiplicity = 1
net charge = 0